Entry 1:
The following is a DFT calculation (ωB97M-V with the def2-TZVPD basis set) of a molecular structure, C34H31BaN7O4S2Se in a non-equilibrium geometry.

Last column: Löwdin charge in e.
Atoms and positions in Å:
Ba -0.09 -0.05 0.31  1.48
C -2.57 -1.16 3.84  -0.02
C -1.67 -2.14 3.17  -0.35
N -1.04 -1.99 2.03  0.05
C -0.36 -3.15 1.80  -0.15
C -0.60 -4.04 2.82  -0.09
N -1.42 -3.37 3.68  0.18
C -0.20 -5.43 3.09  -0.51
O 0.55 -6.00 2.18  0.10
O -0.58 -5.99 4.10  0.05
C 0.52 -3.29 0.61  -0.57
O 1.01 -4.42 0.36  0.03
O 0.68 -2.26 -0.08  -0.47
H -2.26 -0.15 3.57  -0.01
H -2.53 -1.28 4.92  0.08
H -3.60 -1.31 3.51  0.08
H -1.75 -3.77 4.54  0.16
H 0.75 -5.34 1.40  0.03
C -3.25 4.68 -3.03  -0.10
C -1.96 4.36 -2.27  -0.20
C -0.86 3.87 -3.18  -0.17
C -0.18 4.78 -3.98  -0.07
C 0.85 4.39 -4.81  -0.11
C 1.21 3.05 -4.85  -0.06
C 0.56 2.11 -4.07  -0.17
C 0.93 0.66 -4.17  -0.22
C 0.13 -0.08 -5.25  -0.09
C -0.50 2.51 -3.23  -0.19
N -1.10 1.58 -2.38  0.07
C -2.30 1.18 -2.58  -0.13
C -3.06 0.32 -1.75  -0.38
C -4.36 -0.14 -2.02  -0.10
C -4.72 -0.95 -0.95  -0.14
C -3.62 -0.92 -0.07  -0.24
N -2.62 -0.17 -0.54  -0.12
H -4.01 5.07 -2.34  0.07
H -3.64 3.79 -3.51  0.06
H -3.07 5.43 -3.80  0.06
H -2.16 3.62 -1.50  0.11
H -1.61 5.27 -1.77  0.11
H -0.46 5.83 -3.92  0.11
H 1.38 5.11 -5.42  0.09
H 2.02 2.72 -5.49  0.11
H 0.73 0.18 -3.21  0.05
H 2.00 0.57 -4.38  0.10
H -0.94 -0.03 -5.02  0.06
H 0.42 -1.13 -5.28  0.06
H 0.30 0.37 -6.23  0.07
H -2.83 1.51 -3.49  0.13
H -4.95 0.09 -2.90  0.08
H -5.66 -1.47 -0.80  0.07
H -3.53 -1.42 0.89  0.08
S 1.72 -0.07 2.80  0.34
C 1.33 1.30 3.82  -0.78
C 2.27 1.64 4.80  -0.19
C 2.08 2.67 5.71  -0.16
C 0.90 3.41 5.66  -0.16
C -0.03 3.10 4.68  -0.19
C 0.14 2.07 3.74  -0.76
S -1.15 1.85 2.57  0.33
H 3.19 1.06 4.83  0.07
H 2.84 2.89 6.46  0.07
H 0.72 4.21 6.36  0.07
H -0.95 3.68 4.62  0.07
N -1.85 -2.88 -1.98  0.11
C -1.09 -2.19 -2.53  -0.01
H -2.49 -3.36 -1.38  0.08
Se 2.61 -1.55 -1.64  1.20
N 2.49 -0.02 -0.78  -0.33
C 3.50 0.75 -1.15  -0.37
C 3.76 2.05 -0.64  0.00
C 4.83 2.74 -1.12  -0.09
C 5.67 2.19 -2.12  -0.10
C 5.47 0.94 -2.62  -0.04
C 4.38 0.18 -2.14  -0.41
N 4.06 -1.05 -2.53  -0.23
H 3.12 2.45 0.14  0.12
H 5.04 3.72 -0.73  0.10
H 6.50 2.79 -2.49  0.09
H 6.12 0.52 -3.38  0.10

The total charge is -2. The HOMO-LUMO gap comes out at 0.15953 Ha. The energy above the lowest of the compared OMol25 structures with the same formula, charge and spin is 1.6267 eV.

=====

Entry 2:
The following is a DFT calculation (ωB97M-V with the def2-TZVPD basis set) of a molecular structure, C34H31Cl3N4OS3Sn.

Last column: Löwdin charge in e.
Atoms and positions in Å:
Sn -0.81 1.61 -2.60  0.93
S 1.52 0.64 -3.26  0.65
C 2.39 0.83 -1.81  -0.63
N 3.66 1.13 -1.79  -0.06
C 4.41 1.09 -0.52  -0.06
C 3.89 -0.05 0.30  -0.06
N 2.44 0.12 0.49  -0.06
C 1.93 -0.21 1.84  -0.08
C 2.47 0.77 2.86  -0.24
C 3.32 0.33 3.86  -0.04
C 3.82 1.22 4.80  -0.05
C 3.47 2.56 4.73  -0.05
C 2.61 3.01 3.73  -0.06
C 2.11 2.11 2.80  -0.08
C 1.71 0.60 -0.48  -0.59
S 0.07 0.99 -0.24  0.66
C 4.47 1.46 -2.99  -0.08
C 5.45 0.35 -3.28  -0.23
C 4.99 -0.92 -3.63  -0.04
C 5.90 -1.94 -3.88  -0.06
C 7.26 -1.69 -3.79  -0.06
C 7.72 -0.43 -3.45  -0.05
C 6.81 0.59 -3.19  -0.04
H 4.30 2.05 -0.01  0.16
H 5.45 0.93 -0.77  0.14
H 4.35 -0.04 1.29  0.14
H 4.08 -1.02 -0.18  0.16
H 2.27 -1.22 2.06  0.14
H 0.84 -0.21 1.81  0.08
H 3.59 -0.72 3.92  0.12
H 4.48 0.87 5.58  0.12
H 3.86 3.26 5.46  0.12
H 2.33 4.05 3.68  0.11
H 1.42 2.46 2.04  0.08
H 4.99 2.38 -2.75  0.14
H 3.79 1.64 -3.81  0.10
H 3.93 -1.11 -3.73  0.10
H 5.54 -2.92 -4.16  0.11
H 7.97 -2.48 -3.99  0.12
H 8.78 -0.23 -3.39  0.12
H 7.17 1.58 -2.93  0.12
Cl -1.31 1.78 3.14  0.74
C -2.36 0.82 2.16  -0.69
C -2.60 -0.51 2.50  -0.08
C -3.44 -1.26 1.70  -0.02
C -4.06 -0.73 0.57  -0.21
C -4.96 -1.64 -0.25  -0.30
C -4.13 -2.56 -1.16  -0.02
N -3.31 -1.80 -2.10  -0.03
C -3.66 -1.47 -3.39  -0.01
C -2.74 -0.59 -3.83  -0.12
N -1.82 -0.36 -2.81  -0.17
C -2.21 -1.11 -1.79  -0.18
O -5.69 -2.52 0.56  -0.10
C -6.97 -1.99 0.96  -0.12
C -6.84 -0.72 1.73  -0.33
C -6.38 -0.64 3.01  -0.97
Cl -5.93 -1.96 4.01  0.71
S -6.26 0.97 3.58  1.03
C -6.85 1.58 2.10  -0.39
C -7.13 0.58 1.22  -0.15
C -3.79 0.60 0.26  -0.59
Cl -4.44 1.33 -1.19  0.75
C -2.95 1.38 1.04  -0.17
H -2.15 -0.93 3.39  0.12
H -3.67 -2.28 1.98  0.12
H -5.62 -1.03 -0.88  0.13
H -4.79 -3.21 -1.73  0.15
H -3.48 -3.19 -0.54  0.15
H -4.51 -1.91 -3.88  0.14
H -2.66 -0.11 -4.79  0.12
H -1.73 -1.17 -0.83  0.12
H -7.43 -2.78 1.55  0.13
H -7.58 -1.83 0.07  0.14
H -6.99 2.64 1.96  0.08
H -7.54 0.75 0.23  0.12
H -2.79 2.42 0.80  0.11

The total charge is +2. The HOMO-LUMO gap comes out at 0.20604 Ha. The energy above the lowest of the compared OMol25 structures with the same formula, charge and spin is 0.0000 eV.

=====

Entry 3:
The following is a DFT calculation (ωB97M-V with the def2-TZVPD basis set) of a molecular structure, C34H31N2O7RuS3Si in a non-equilibrium geometry.

Last column: Löwdin spin population.
Atoms and positions in Å:
Ru 1.01 1.09 -0.27  2.89
O 1.15 5.22 -0.38  0.13
C 0.85 4.03 -0.27  0.09
O 1.72 3.03 -0.03  0.26
C -0.53 3.61 -0.24  0.18
C -1.55 4.58 -0.29  0.00
C -2.87 4.18 -0.08  0.17
C -3.03 2.85 0.36  0.11
C -2.01 1.93 0.38  0.07
N -0.76 2.30 0.04  0.32
H -1.26 5.62 -0.44  0.00
H -3.72 4.81 -0.23  0.01
H -4.01 2.54 0.69  0.01
H -2.20 0.92 0.73  0.00
S 5.36 -0.34 -0.11  0.02
C 5.28 1.36 -0.16  0.00
C 4.04 1.86 -0.18  0.00
C 3.03 0.84 -0.14  0.02
C 3.60 -0.40 -0.09  0.03
C 2.83 -1.63 -0.11  0.00
C 3.44 -2.91 -0.17  0.01
C 2.65 -4.03 -0.17  0.00
C 1.26 -3.88 -0.08  0.01
C 0.75 -2.57 -0.04  0.01
N 1.51 -1.51 -0.07  0.08
H 6.20 1.97 -0.18  0.00
H 3.75 2.91 -0.27  0.00
H 4.53 -3.03 -0.23  0.00
H 3.09 -5.02 -0.20  0.00
H 0.61 -4.75 -0.08  0.00
H -0.33 -2.38 0.05  0.00
O 2.03 0.23 8.89  0.00
C 1.02 0.89 8.18  0.00
O 0.17 1.50 8.80  0.00
C 1.07 0.80 6.68  0.01
C 0.32 1.79 5.97  0.00
C 0.29 1.83 4.61  0.01
C 0.91 0.82 3.85  0.01
S 0.42 0.32 2.24  0.05
C 1.75 -0.10 4.56  0.01
C 1.80 -0.13 5.93  0.00
H 2.72 -0.12 8.28  0.00
H -0.21 2.53 6.57  0.00
H -0.25 2.63 4.10  0.00
H 2.32 -0.79 3.98  0.00
H 2.38 -0.89 6.43  0.00
C -5.50 -4.60 0.97  0.00
C -4.56 -3.64 0.31  0.00
C -3.57 -4.07 -0.62  0.00
C -2.75 -3.17 -1.28  0.00
C -2.95 -1.82 -1.03  0.01
C -3.93 -1.33 -0.18  0.00
C -4.68 -2.26 0.55  0.00
S -1.84 -0.59 -1.79  0.01
O -1.16 -1.34 -2.82  0.00
O -2.67 0.54 -2.22  0.00
O -0.90 -0.23 -0.60  0.08
H -5.29 -5.63 0.65  0.00
H -6.54 -4.34 0.78  0.00
H -5.40 -4.59 2.06  0.00
H -3.46 -5.14 -0.84  0.00
H -1.96 -3.43 -1.96  0.00
H -4.09 -0.24 -0.13  0.00
H -5.41 -1.92 1.28  0.00
C -0.22 2.14 -5.61  0.01
Si 1.11 0.92 -5.08  0.05
C 2.76 1.21 -5.95  0.01
C 0.45 -0.77 -5.55  0.01
C 1.30 1.00 -3.25  0.30
C 1.39 1.12 -2.03  0.00
H -0.46 1.96 -6.65  0.00
H 0.08 3.18 -5.52  0.00
H -1.13 1.96 -5.01  0.00
H 2.66 1.20 -7.02  0.00
H 3.46 0.43 -5.63  0.00
H 3.18 2.18 -5.67  0.00
H 0.09 -0.70 -6.57  0.00
H -0.37 -1.03 -4.88  0.00
H 1.25 -1.52 -5.50  0.00

The total charge is -2. As for the spin multiplicity: 6. The HOMO-LUMO gap (alpha / beta) comes out at 0.11557 / 0.21208 Ha. The energy above the lowest of the compared OMol25 structures with the same formula, charge and spin is 0.0000 eV.

=====

Entry 4:
The following is a DFT calculation (ωB97M-V with the def2-TZVPD basis set) of a molecular structure, C34H31N5O11PdS2 in a non-equilibrium geometry.

Last column: Löwdin spin population.
Atoms and positions in Å:
Pd 0.89 0.35 1.19  1.33
O 1.05 0.48 3.45  0.05
N 2.24 0.28 3.86  0.01
N 3.16 0.53 3.02  0.00
O 2.96 0.97 1.79  0.07
C 4.51 0.26 3.41  0.00
C 5.48 0.17 2.42  0.00
C 6.79 -0.09 2.77  0.00
C 7.14 -0.26 4.11  0.00
C 6.16 -0.16 5.09  0.00
C 4.84 0.10 4.75  0.00
H 5.18 0.31 1.39  0.00
H 7.55 -0.16 2.00  0.00
H 8.16 -0.46 4.38  0.00
H 6.43 -0.28 6.13  0.00
H 4.08 0.18 5.51  0.00
O 0.36 3.37 -2.36  0.01
S 0.70 2.26 -1.54  0.07
O -0.66 1.38 -1.35  0.04
O 1.10 2.52 -0.17  0.04
C 1.83 1.14 -2.27  0.59
C 2.60 1.03 -4.55  0.27
C 3.88 0.56 -4.48  0.03
C 4.41 -0.50 -3.70  0.32
C 3.94 -1.25 -2.59  0.01
C 3.03 -1.01 -1.60  0.25
S 2.38 -2.31 -0.58  0.02
O 2.72 -3.63 -0.99  0.00
O 2.50 -1.97 0.81  0.03
O 0.87 -1.96 -1.02  0.08
H 2.34 1.84 -5.22  0.01
H 4.59 0.98 -5.19  0.00
H 5.36 -0.87 -4.07  0.02
H 4.45 -2.20 -2.46  0.00
C -3.71 3.12 -1.09  0.00
O -3.65 1.81 -0.54  0.00
C -4.60 0.93 -0.92  0.00
C -5.67 1.23 -1.75  0.00
C -6.64 0.28 -2.03  0.00
C -6.55 -0.99 -1.48  0.00
C -5.47 -1.31 -0.66  0.00
C -4.49 -0.37 -0.38  0.00
N -3.43 -0.71 0.51  0.00
C -2.09 -0.49 0.28  0.01
N -1.69 -0.70 -1.01  0.00
C -0.55 -0.04 -1.60  0.03
C 0.72 -0.54 -0.89  0.30
C 2.13 0.13 -1.24  0.12
C 1.59 0.47 -3.61  0.08
C 0.16 0.32 -4.02  0.02
C -0.74 -0.13 -3.15  0.02
O -1.98 -0.54 -3.50  0.00
C -2.17 -1.00 -4.83  0.00
N -1.26 -0.31 1.25  0.09
C -1.77 -0.02 2.54  0.00
C -2.25 1.27 2.79  0.01
C -2.82 1.61 4.00  0.00
C -2.92 0.65 4.99  0.01
C -2.44 -0.63 4.77  0.00
C -1.85 -0.99 3.56  0.01
O -1.47 -2.29 3.47  0.00
C -0.39 -2.68 2.64  0.00
H -2.81 3.63 -0.77  0.00
H -4.59 3.66 -0.73  0.00
H -3.71 3.09 -2.19  0.00
H -5.77 2.23 -2.16  0.00
H -7.47 0.54 -2.66  0.00
H -7.30 -1.73 -1.69  0.00
H -5.38 -2.29 -0.22  0.00
H -3.68 -0.78 1.48  0.00
H -2.46 -0.77 -1.66  0.00
H 2.58 0.61 -0.37  0.02
H 1.91 -0.56 -3.45  0.01
H -0.08 0.42 -5.07  0.00
H -3.07 -1.62 -4.81  0.00
H -1.32 -1.59 -5.16  0.00
H -2.33 -0.16 -5.52  0.00
H -2.16 1.99 1.98  0.00
H -3.19 2.61 4.16  0.00
H -3.37 0.89 5.94  0.00
H -2.51 -1.39 5.54  0.00
H -0.06 -3.65 3.02  0.00
H 0.44 -1.98 2.71  0.00
H -0.69 -2.79 1.60  0.00

As for the spin multiplicity: 5. The HOMO-LUMO gap (alpha / beta) comes out at 0.27346 / 0.21193 Ha.

=====

Entry 5:
The following is a DFT calculation (ωB97M-V with the def2-TZVPD basis set) of a molecular structure, C34H31N5O2PbSSi in a non-equilibrium geometry.

Last column: Löwdin charge in e.
Atoms and positions in Å:
Pb 10.18 14.37 11.36  1.15
N 12.10 6.98 14.27  0.08
C 11.82 8.32 14.59  -0.31
C 12.80 9.24 15.07  -0.03
C 12.48 10.58 15.09  -0.10
C 11.22 11.04 14.73  -0.29
C 10.18 10.12 14.46  -0.05
C 10.48 8.75 14.46  -0.04
S 10.95 12.80 14.67  0.62
O 11.86 13.42 15.61  -0.30
O 9.52 13.01 14.66  -0.34
N 11.30 13.22 13.09  -0.27
C 12.55 13.23 12.56  -0.54
N 13.61 12.63 13.10  0.14
C 14.79 12.77 12.52  -0.10
C 14.99 13.50 11.33  -0.04
C 13.82 14.00 10.78  -0.10
N 12.61 13.92 11.39  -0.04
H 13.08 6.74 14.13  0.08
H 11.59 6.62 13.46  0.10
H 13.81 8.85 15.27  0.11
H 13.24 11.31 15.35  0.10
H 9.19 10.49 14.26  0.10
H 9.72 7.97 14.22  0.12
H 15.60 12.28 13.06  0.11
H 15.94 13.62 10.84  0.09
H 13.76 14.49 9.83  0.11
C 7.18 12.91 5.96  -0.12
C 8.50 13.18 6.14  -0.10
C 9.15 12.84 7.35  -0.14
C 8.40 12.40 8.44  -0.32
C 7.04 12.13 8.24  -0.09
C 6.46 12.33 7.00  -0.09
Si 9.26 11.98 10.14  0.62
C 10.42 10.58 9.72  -0.31
C 10.38 9.99 8.44  -0.10
C 11.36 9.09 8.02  -0.08
C 12.32 8.65 8.95  -0.10
C 12.35 9.15 10.24  -0.09
C 11.40 10.12 10.64  -0.09
C 7.91 11.15 11.25  -0.30
C 7.95 9.80 11.68  -0.09
C 7.03 9.33 12.61  -0.10
C 6.00 10.17 13.03  -0.09
C 5.97 11.51 12.64  -0.08
C 6.93 11.96 11.76  -0.16
H 6.68 13.17 5.02  0.11
H 9.07 13.64 5.31  0.11
H 10.23 12.96 7.44  0.10
H 6.48 11.67 9.06  0.10
H 5.42 12.02 6.79  0.11
H 9.57 10.25 7.73  0.10
H 11.35 8.64 7.04  0.10
H 13.07 7.93 8.61  0.10
H 13.12 8.79 10.92  0.10
H 11.43 10.49 11.67  0.09
H 8.72 9.15 11.25  0.10
H 7.06 8.31 12.95  0.10
H 5.20 9.78 13.63  0.10
H 5.22 12.20 13.00  0.10
H 6.87 13.01 11.43  0.10
N 8.62 16.22 9.17  0.06
C 9.66 17.14 9.36  -0.39
C 10.73 17.19 8.41  -0.05
C 11.86 17.97 8.69  -0.11
C 11.92 18.76 9.83  -0.11
C 10.82 18.77 10.70  -0.11
C 9.71 17.96 10.50  -0.09
H 7.69 16.48 9.45  0.09
H 8.68 15.67 8.33  0.07
H 10.68 16.54 7.51  0.12
H 12.70 17.95 7.97  0.10
H 12.81 19.35 10.10  0.10
H 10.86 19.40 11.62  0.12
H 8.88 17.99 11.21  0.11

The HOMO-LUMO gap comes out at 0.26671 Ha. The energy above the lowest of the compared OMol25 structures with the same formula, charge and spin is 0.0000 eV.

=====

Entry 6:
The following is a DFT calculation (ωB97M-V with the def2-TZVPD basis set) of a molecular structure, C34H32AsF6GeMnN2 in a non-equilibrium geometry.

Last column: Löwdin spin population.
Atoms and positions in Å:
Mn 0.09 0.36 1.72  1.84
C -2.28 -1.79 1.83  -0.01
C -2.59 -1.12 0.47  -0.01
C -3.28 0.19 0.57  0.00
C -4.62 0.23 0.82  0.00
C -5.33 1.44 0.75  0.00
C -4.76 2.63 0.28  0.00
C -3.43 2.70 0.00  0.00
C -2.90 3.88 -0.78  0.00
C -3.07 5.23 -0.07  0.00
C -2.59 1.51 0.41  0.01
N -1.35 1.61 0.77  -0.02
C -0.74 2.88 0.96  0.00
C 0.60 2.91 1.04  0.00
C 1.58 3.97 1.18  0.01
C 2.78 3.38 1.22  0.00
C 2.56 1.94 1.17  0.00
N 1.30 1.67 1.02  -0.03
H -1.67 -2.67 1.67  0.00
H -3.20 -2.10 2.32  0.00
H -1.77 -1.12 2.53  0.00
H -3.25 -1.78 -0.10  0.00
H -1.69 -1.03 -0.14  -0.01
H -5.16 -0.69 1.03  0.00
H -6.40 1.42 0.95  0.00
H -5.40 3.48 0.06  0.00
H -3.49 3.90 -1.69  0.00
H -1.87 3.72 -1.10  0.00
H -4.12 5.46 0.09  0.00
H -2.65 6.02 -0.69  0.00
H -2.59 5.28 0.91  0.00
H -1.33 3.77 1.10  0.00
H 1.35 5.03 1.21  0.00
H 3.75 3.85 1.31  0.00
H 3.31 1.16 1.27  0.00
F 1.29 -0.21 3.02  0.01
As 0.54 0.61 4.71  0.00
F 2.00 0.35 5.47  0.00
F -0.09 -0.93 4.95  0.00
F -0.40 1.41 5.83  0.00
F -0.89 0.73 3.38  0.01
F 1.06 2.03 3.91  0.00
C 0.42 -0.71 0.53  -0.66
Ge 1.29 -1.69 -1.05  -0.04
C 2.40 -0.20 -1.58  -0.02
C 1.99 0.79 -2.49  -0.01
C 2.88 1.77 -2.88  0.00
C 4.17 1.79 -2.36  -0.01
C 4.57 0.83 -1.44  0.00
C 3.69 -0.16 -1.05  -0.01
C 2.30 -3.14 -0.31  -0.01
C 3.10 -3.80 -1.25  0.00
C 3.92 -4.83 -0.84  0.00
C 3.95 -5.22 0.50  0.00
C 3.17 -4.56 1.43  0.00
C 2.34 -3.51 1.03  0.00
C -0.16 -2.25 -2.17  -0.01
C -0.38 -1.75 -3.46  0.00
C -1.39 -2.28 -4.25  0.00
C -2.19 -3.31 -3.76  0.00
C -1.98 -3.81 -2.49  0.00
C -0.97 -3.29 -1.69  0.00
H 0.99 0.78 -2.90  0.00
H 2.58 2.51 -3.61  0.00
H 4.87 2.55 -2.69  0.00
H 5.59 0.84 -1.06  0.00
H 4.02 -0.94 -0.36  0.00
H 3.07 -3.53 -2.30  0.00
H 4.54 -5.35 -1.56  0.00
H 4.58 -6.04 0.81  0.00
H 3.20 -4.85 2.47  0.00
H 1.73 -3.01 1.77  0.00
H 0.25 -0.97 -3.86  0.00
H -1.55 -1.90 -5.25  0.00
H -2.95 -3.74 -4.40  0.00
H -2.58 -4.63 -2.13  0.00
H -0.77 -3.73 -0.72  0.00

The total charge is +3. As for the spin multiplicity: 2. The HOMO-LUMO gap (alpha / beta) comes out at 0.13197 / 0.13177 Ha. The energy above the lowest of the compared OMol25 structures with the same formula, charge and spin is 0.5218 eV.

=====

Which formula does entry 6 have? C34H32AsF6GeMnN2